No. 1
# C18H23MnN5O2S

A molecular structure, C18H23MnN5O2S in a non-equilibrium geometry (ωB97M-V/def2-TZVPD, the Open Molecules 2025 dataset).

Computed properties:
**Expectation value of S²**: 3.82
**F_max**: 7.8 eV/A
**Molar mass**: 428.42 g/mol
**Gap between HOMO and LUMO (spin up / spin down)**: 7.2 / 5.8 eV
**Net charge**: +4
**Spin multiplicity**: 4
**Highest occupied orbital energy (spin up / spin down)**: -21.7670 / -21.8020 eV

Cartesian coordinates (Å):
1 N 0.25 1.97 -0.49
2 C 0.30 3.12 -0.44
3 C 0.28 4.55 -0.32
4 H -0.75 4.92 -0.36
5 H 0.85 5.00 -1.15
6 H 0.74 4.85 0.63
7 N 1.56 -0.98 -0.66
8 C 2.51 -1.61 -0.83
9 C 3.70 -2.40 -0.96
10 H 4.36 -1.95 -1.71
11 H 3.43 -3.42 -1.27
12 H 4.22 -2.44 0.01
13 N -1.72 -1.05 -0.50
14 C -2.76 -1.54 -0.43
15 C -4.08 -2.10 -0.32
16 H -4.08 -2.91 0.43
17 H -4.39 -2.50 -1.29
18 H -4.78 -1.31 0.00
19 Mn 0.10 -0.06 0.21
20 C -0.04 -1.58 1.24
21 O -0.11 -2.66 1.69
22 C 1.40 0.70 1.29
23 O 2.38 1.24 1.62
24 C 0.49 1.34 -3.26
25 C -0.89 1.40 -3.12
26 C -1.65 0.24 -3.12
27 C -1.02 -1.00 -3.26
28 C 0.37 -1.07 -3.39
29 C 1.13 0.10 -3.39
30 H 1.09 2.25 -3.29
31 H -1.39 2.38 -3.02
32 H -2.74 0.29 -3.02
33 H -1.61 -1.92 -3.30
34 H 0.85 -2.05 -3.51
35 H 2.21 0.06 -3.51
36 S -1.53 1.03 1.44
37 C -1.29 0.58 3.10
38 N -2.01 -0.43 3.63
39 C -1.72 -1.06 4.91
40 C -0.95 -0.11 5.80
41 C 0.18 0.57 5.06
42 N -0.36 1.19 3.85
43 H -2.63 -0.91 2.98
44 H -1.15 -1.99 4.74
45 H -2.68 -1.33 5.36
46 H -0.55 -0.66 6.66
47 H -1.63 0.65 6.19
48 H 0.96 -0.16 4.79
49 H 0.64 1.36 5.65
50 H 0.22 1.86 3.36

These are the natural (NBO) partial charges, in e, on atoms 1 to 2: -0.56 0.61



No. 2
# C18H23N2O3Pt

A molecular structure, C18H23N2O3Pt (ωB97M-V/def2-TZVPD, the Open Molecules 2025 dataset).

Computed properties:
**F_max**: 0.7 eV/A
**Molar mass**: 510.47 g/mol
**Gap between HOMO and LUMO**: 5.8 eV
**Net charge**: +3
**Highest occupied orbital energy**: -18.6245 eV

Cartesian coordinates (Å):
1 Pt 0.34 -0.26 -0.03
2 C -0.54 -5.28 1.11
3 N 0.12 -4.01 1.50
4 C 0.95 -4.10 2.71
5 C 0.02 -2.92 0.80
6 O 0.66 -1.85 1.16
7 C -0.84 -2.93 -0.47
8 O -0.79 -1.60 -1.01
9 C -1.51 -1.16 -2.17
10 C -1.10 0.31 -2.38
11 O -0.26 0.88 -1.59
12 N -1.59 0.95 -3.40
13 C -1.19 2.34 -3.70
14 C -2.53 0.37 -4.36
15 H -0.81 -5.80 2.02
16 H 0.15 -5.89 0.53
17 H -1.45 -5.09 0.54
18 H 0.30 -4.24 3.57
19 H 1.53 -3.19 2.83
20 H 1.61 -4.95 2.60
21 H -1.88 -3.18 -0.24
22 H -0.45 -3.64 -1.21
23 H -2.58 -1.25 -2.00
24 H -1.22 -1.77 -3.03
25 H -0.28 2.59 -3.17
26 H -2.00 3.01 -3.41
27 H -1.03 2.42 -4.77
28 H -2.97 -0.56 -3.99
29 H -2.02 0.18 -5.30
30 H -3.33 1.08 -4.53
31 C 0.34 5.09 1.89
32 C -0.48 4.32 1.11
33 C -0.18 2.95 0.82
34 C 0.96 2.37 1.32
35 C 1.29 0.97 1.06
36 C 2.51 0.46 1.71
37 C 3.32 1.24 2.46
38 C 2.97 2.62 2.68
39 C 1.82 3.16 2.14
40 C 1.51 4.51 2.41
41 H 0.11 6.12 2.10
42 H -1.39 4.75 0.70
43 H -0.87 2.39 0.20
44 H 2.76 -0.58 1.55
45 H 4.23 0.85 2.90
46 H 3.61 3.23 3.31
47 H 2.17 5.10 3.04

These are the Mulliken partial charges, in e, on atoms 1 to 2: 0.58 -0.93



No. 3
# C18H23N3O2S

A single C18H23N3O2S molecule (ωB97M-V/def2-TZVPD, the Open Molecules 2025 dataset).

Computed properties:
**SMILES**: CCOC(=O)c1cnc(SCc2ccc(C(C)(C)C)cc2)nc1N
**F_max**: 0.7 eV/A
**Molar mass**: 345.47 g/mol
**Gap between HOMO and LUMO**: 8.9 eV
**Net charge**: 0
**Highest occupied orbital energy**: -8.4346 eV

Cartesian coordinates (Å):
1 C 6.49 1.68 0.95
2 C 5.23 2.01 0.17
3 H 5.45 2.19 -0.89
4 H 4.73 2.90 0.57
5 O 4.33 0.90 0.28
6 C 3.17 1.01 -0.38
7 O 2.88 2.00 -1.03
8 C 2.31 -0.16 -0.22
9 C 2.66 -1.26 0.56
10 N 1.87 -2.29 0.75
11 C 0.70 -2.25 0.12
12 N 0.27 -1.30 -0.69
13 C 1.04 -0.23 -0.85
14 N 0.57 0.75 -1.63
15 H -0.37 0.67 -1.98
16 H 1.13 1.58 -1.73
17 S -0.37 -3.59 0.43
18 C -1.85 -3.11 -0.54
19 C -2.31 -1.71 -0.27
20 C -2.43 -1.23 1.02
21 C -2.81 0.08 1.25
22 C -3.09 0.95 0.21
23 C -3.00 0.44 -1.09
24 C -2.62 -0.86 -1.33
25 H -2.55 -1.22 -2.34
26 H -3.23 1.08 -1.93
27 C -3.46 2.41 0.41
28 C -2.42 3.29 -0.30
29 H -2.42 3.12 -1.37
30 H -1.42 3.08 0.08
31 H -2.63 4.34 -0.13
32 C -4.85 2.67 -0.18
33 H -5.59 2.04 0.31
34 H -4.87 2.46 -1.25
35 H -5.13 3.71 -0.03
36 C -3.49 2.81 1.89
37 H -4.23 2.23 2.44
38 H -3.75 3.86 1.98
39 H -2.51 2.67 2.35
40 H -2.87 0.42 2.28
41 H -2.20 -1.87 1.86
42 H -2.60 -3.84 -0.25
43 H -1.60 -3.24 -1.59
44 H 3.62 -1.29 1.07
45 H 6.96 0.79 0.55
46 H 6.24 1.50 2.00
47 H 7.18 2.51 0.89

These are the natural (NBO) partial charges, in e, on atoms 1 to 2: -0.62 -0.07



No. 4
# C18H23N3O5S

A single C18H23N3O5S molecule in a non-equilibrium geometry (ωB97M-V/def2-TZVPD, the Open Molecules 2025 dataset).

Computed properties:
**SMILES**: COCCCNC(=S)N(CCO)Cc1cc2cc3c(cc2[nH]c1=O)OCO3
**F_max**: 15.2 eV/A
**Molar mass**: 393.46 g/mol
**Gap between HOMO and LUMO**: 7.7 eV
**Net charge**: 0
**Highest occupied orbital energy**: -7.4884 eV

Cartesian coordinates (Å):
1 C 1.23 0.28 -7.31
2 H 0.38 -0.51 -7.53
3 O 0.71 1.02 -6.23
4 C 0.25 0.44 -5.17
5 C -0.45 1.47 -4.29
6 C -0.74 0.97 -2.99
7 N 0.39 0.52 -2.25
8 C 0.62 0.55 -0.94
9 N 1.75 0.01 -0.41
10 C 1.93 0.21 1.10
11 C 0.93 -0.18 1.89
12 C 0.58 0.42 2.97
13 C -0.84 0.34 3.81
14 C -1.49 -0.63 3.44
15 C -2.84 -0.97 4.05
16 C -2.89 -0.06 5.20
17 C -2.13 0.89 5.73
18 C -0.85 1.12 5.03
19 H -0.14 1.63 5.55
20 O -2.37 1.34 6.91
21 C -3.77 0.60 7.08
22 O -3.81 -0.18 6.05
23 H -4.40 1.42 7.20
24 H -3.56 0.25 8.10
25 H -3.48 -1.89 3.72
26 N -1.31 -1.29 2.31
27 C -0.32 -1.01 1.40
28 O 0.06 -1.96 0.53
29 H -1.90 -1.85 1.82
30 H 1.23 1.39 3.44
31 H 2.42 1.08 1.38
32 H 2.67 -0.65 1.28
33 C 2.83 -0.53 -1.11
34 H 3.67 -0.28 -0.75
35 H 2.76 -0.01 -2.19
36 C 2.77 -2.13 -1.21
37 O 1.26 -2.50 -1.88
38 H 0.87 -2.08 -1.11
39 H 2.77 -2.55 -0.34
40 H 3.56 -2.43 -2.04
41 S -0.25 1.92 0.06
42 H 0.99 -0.41 -2.58
43 H -1.16 1.71 -2.41
44 H -1.54 0.21 -3.21
45 H -0.99 1.93 -4.81
46 H 0.47 2.24 -3.90
47 H -0.57 -0.20 -5.38
48 H 1.02 0.01 -4.69
49 H 2.09 -0.47 -6.98
50 H 1.60 0.82 -8.33

These are the natural (NBO) partial charges, in e, on atoms 1 to 2: -0.27 0.16



No. 5
# C18H23N5OS

A single C18H23N5OS molecule (ωB97M-V/def2-TZVPD, the Open Molecules 2025 dataset).

Computed properties:
**SMILES**: N#Cc1n[nH]/c(=N\C[C@@H]2CC[C@@H](NC(=O)C#CC3CCCCC3)C2)s1
**F_max**: 0.3 eV/A
**Molar mass**: 357.48 g/mol
**Gap between HOMO and LUMO**: 9.0 eV
**Net charge**: 0
**Highest occupied orbital energy**: -8.9845 eV

Cartesian coordinates (Å):
1 N -9.96 1.15 -1.47
2 C -9.05 0.66 -0.98
3 C -7.89 0.12 -0.33
4 N -7.60 -1.12 -0.40
5 N -6.47 -1.37 0.28
6 C -5.83 -0.32 0.93
7 N -4.79 -0.32 1.63
8 C -4.09 -1.58 1.82
9 C -3.15 -1.91 0.66
10 C -2.45 -3.27 0.87
11 C -0.97 -3.04 0.56
12 C -0.77 -1.62 1.06
13 N 0.46 -0.94 0.67
14 C 1.61 -1.52 0.23
15 O 1.83 -2.72 0.23
16 C 2.59 -0.54 -0.24
17 C 3.42 0.24 -0.63
18 C 4.43 1.18 -1.10
19 C 3.84 2.58 -1.32
20 C 4.90 3.55 -1.81
21 C 6.08 3.61 -0.85
22 C 6.68 2.23 -0.62
23 C 5.62 1.25 -0.12
24 C -2.00 -0.88 0.53
25 S -6.79 1.12 0.59
26 H -6.14 -2.32 0.29
27 H -3.49 -1.50 2.74
28 H -4.78 -2.42 1.99
29 H -3.73 -1.91 -0.26
30 H -2.56 -3.59 1.91
31 H -2.89 -4.06 0.25
32 H -0.31 -3.77 1.03
33 H -0.78 -3.08 -0.52
34 H -0.81 -1.64 2.16
35 H 0.42 0.06 0.60
36 H 4.81 0.81 -2.06
37 H 3.01 2.51 -2.03
38 H 3.42 2.93 -0.38
39 H 5.26 3.23 -2.80
40 H 4.47 4.54 -1.95
41 H 6.85 4.29 -1.23
42 H 5.74 4.03 0.11
43 H 7.10 1.85 -1.55
44 H 7.50 2.28 0.10
45 H 5.24 1.57 0.86
46 H 6.04 0.25 0.01
47 H -1.82 -0.63 -0.52
48 H -2.22 0.04 1.06

These are the natural (NBO) partial charges, in e, on atoms 1 to 2: -0.25 0.24



No. 6
# C18H24BCl54GaO4P

A molecular structure, C18H24BCl54GaO4P in a non-equilibrium geometry (ωB97M-V/def2-TZVPD, the Open Molecules 2025 dataset).

Computed properties:
**F_max**: 2.6 eV/A
**Molar mass**: 2330.36 g/mol
**Gap between HOMO and LUMO**: 6.9 eV
**Net charge**: -1
**Highest occupied orbital energy**: -5.5163 eV

Cartesian coordinates (Å):
1 O 3.72 -4.39 -1.80
2 P 3.94 -3.13 -2.66
3 Ga 2.13 -1.63 -2.52
4 O 0.92 -2.38 -1.23
5 B 0.37 -3.50 -1.89
6 O -0.41 -3.24 -3.07
7 O 0.58 -4.83 -1.46
8 H 4.01 -3.57 -4.03
9 H 5.22 -2.53 -2.38
10 H 1.43 -1.48 -3.96
11 H 2.50 -0.16 -2.01
12 H 0.17 -3.44 -3.82
13 H 1.16 -5.25 -2.10
14 C 1.58 -0.04 1.83
15 Cl 0.36 1.14 1.32
16 Cl 3.20 0.53 1.44
17 Cl 1.42 -0.37 3.56
18 H 1.41 -0.96 1.28
19 C 3.94 0.16 -6.24
20 Cl 2.33 0.86 -5.98
21 Cl 4.36 -0.93 -4.92
22 Cl 4.01 -0.68 -7.79
23 H 4.66 0.97 -6.25
24 C -1.88 -2.60 0.92
25 Cl -2.39 -1.28 -0.14
26 Cl -0.82 -2.00 2.20
27 Cl -3.28 -3.43 1.61
28 H -1.32 -3.31 0.32
29 C 1.35 3.22 4.48
30 Cl 2.44 4.55 4.04
31 Cl 1.84 2.50 6.02
32 Cl -0.32 3.80 4.56
33 H 1.41 2.46 3.71
34 C 1.39 -7.79 0.03
35 Cl 3.11 -7.52 0.34
36 Cl 1.14 -8.40 -1.61
37 Cl 0.70 -8.90 1.22
38 H 0.88 -6.83 0.11
39 C 0.12 -2.44 -7.77
40 Cl -1.48 -2.23 -8.50
41 Cl 0.00 -2.63 -6.02
42 Cl 0.96 -3.83 -8.49
43 H 0.71 -1.55 -7.98
44 C 6.03 4.51 4.74
45 Cl 6.97 5.41 3.54
46 Cl 6.17 2.77 4.48
47 Cl 6.54 4.94 6.38
48 H 4.98 4.78 4.63
49 C -1.18 4.95 0.39
50 Cl 0.59 4.96 0.38
51 Cl -1.79 3.29 0.30
52 Cl -1.78 5.74 1.85
53 H -1.53 5.49 -0.47
54 C 3.20 8.37 5.04
55 Cl 1.58 8.61 4.37
56 Cl 3.11 7.97 6.76
57 Cl 4.05 7.10 4.15
58 H 3.76 9.29 4.93
59 C 4.25 0.14 7.15
60 Cl 5.22 -1.10 7.94
61 Cl 5.02 1.72 7.28
62 Cl 3.97 -0.27 5.45
63 H 3.28 0.19 7.65
64 C -1.61 0.86 7.16
65 Cl -3.24 1.51 7.32
66 Cl -1.25 -0.25 8.49
67 Cl -1.41 0.05 5.60
68 H -0.91 1.68 7.20
69 C -4.95 -7.15 2.31
70 Cl -6.05 -5.76 2.36
71 Cl -5.45 -8.28 1.05
72 Cl -3.29 -6.62 2.05
73 H -5.01 -7.66 3.26
74 C -3.44 -5.90 -9.72
75 Cl -1.73 -5.62 -9.41
76 Cl -3.69 -6.46 -11.38
77 Cl -4.10 -7.06 -8.56
78 H -3.97 -4.96 -9.59
79 C 3.41 7.14 -1.60
80 Cl 1.80 7.84 -1.37
81 Cl 3.78 5.97 -0.32
82 Cl 3.53 6.37 -3.19
83 H 4.13 7.94 -1.55
84 C -5.21 7.63 1.24
85 Cl -4.30 8.54 0.01
86 Cl -5.15 5.90 0.90
87 Cl -4.58 7.98 2.85
88 H -6.24 7.95 1.20
89 C -4.94 -10.57 4.72
90 Cl -6.04 -9.19 4.78
91 Cl -5.44 -11.71 3.45
92 Cl -3.28 -10.03 4.45
93 H -4.99 -11.09 5.67
94 C -9.01 4.10 0.85
95 Cl -7.93 2.74 0.52
96 Cl -8.12 5.42 1.62
97 Cl -9.80 4.65 -0.63
98 H -9.78 3.76 1.54
99 C 1.52 3.71 -8.90
100 Cl 2.42 4.53 -10.19
101 Cl 1.57 1.96 -9.11
102 Cl 2.15 4.18 -7.32
103 H 0.48 4.03 -8.96

These are the Mulliken partial charges, in e, on atoms 1 to 2: -0.63 0.29



No. 7
# C18H24CaN6O6Se

A molecular structure, C18H24CaN6O6Se in a non-equilibrium geometry (ωB97M-V/def2-TZVPD, the Open Molecules 2025 dataset).

Computed properties:
**F_max**: 2.6 eV/A
**Molar mass**: 539.46 g/mol
**Gap between HOMO and LUMO**: 7.3 eV
**Net charge**: 0
**Highest occupied orbital energy**: -7.8017 eV

Cartesian coordinates (Å):
1 Ca 0.38 -0.59 0.80
2 C -3.62 -0.63 3.35
3 N -3.69 -0.59 1.89
4 C -4.91 -1.14 1.33
5 C -2.59 -0.31 1.19
6 O -1.53 0.00 1.72
7 C -2.70 -0.36 -0.34
8 O -1.45 -0.09 -0.96
9 C -1.28 1.14 -1.61
10 C -0.30 2.03 -0.83
11 O 0.17 1.65 0.23
12 N 0.02 3.23 -1.37
13 C -0.35 3.67 -2.70
14 C 0.95 4.10 -0.67
15 H -4.48 -0.11 3.76
16 H -2.70 -0.14 3.67
17 H -3.63 -1.66 3.70
18 H -5.73 -0.91 2.00
19 H -4.84 -2.23 1.24
20 H -5.13 -0.71 0.35
21 H -3.46 0.34 -0.68
22 H -2.98 -1.37 -0.64
23 H -2.23 1.67 -1.75
24 H -0.85 0.94 -2.60
25 H -1.27 3.19 -3.05
26 H 0.45 3.46 -3.41
27 H -0.51 4.74 -2.68
28 H 1.12 3.71 0.33
29 H 0.51 5.10 -0.59
30 H 1.90 4.17 -1.20
31 N 2.09 -2.37 1.10
32 C 2.06 -2.37 2.57
33 C 2.16 -0.89 3.06
34 O 2.72 -0.66 4.12
35 O 1.64 -0.05 2.25
36 H 1.81 -3.27 0.73
37 H 3.04 -2.19 0.81
38 H 2.85 -2.96 3.03
39 H 1.10 -2.76 2.91
40 Se -2.75 -4.25 2.26
41 C -1.57 -3.24 1.50
42 N -0.77 -2.58 0.93
43 O -1.20 -2.90 -1.61
44 C -0.28 -3.03 -0.93
45 N 5.42 3.00 -1.59
46 C 4.78 2.04 -1.62
47 C 3.97 0.88 -1.72
48 C 4.27 -0.12 -2.65
49 C 3.40 -1.19 -2.76
50 C 2.26 -1.22 -1.96
51 N 1.98 -0.27 -1.07
52 C 2.82 0.74 -0.94
53 H 5.16 -0.05 -3.26
54 H 3.60 -1.99 -3.46
55 H 1.55 -2.03 -2.02
56 H 2.59 1.47 -0.17

These are the natural (NBO) partial charges, in e, on atoms 1 to 2: 1.75 -0.42



No. 8
# C18H24ClN6O2Pt

A molecular structure, C18H24ClN6O2Pt (ωB97M-V/def2-TZVPD, the Open Molecules 2025 dataset).

Computed properties:
**Expectation value of S²**: 6.07
**F_max**: 0.4 eV/A
**Molar mass**: 586.96 g/mol
**Gap between HOMO and LUMO (spin up / spin down)**: 6.7 / 4.1 eV
**Net charge**: +3
**Spin multiplicity**: 5
**Highest occupied orbital energy (spin up / spin down)**: -16.2303 / -18.3042 eV

Cartesian coordinates (Å):
1 Pt -1.59 0.33 -0.26
2 O 4.62 3.33 0.45
3 C 4.54 1.94 0.63
4 C 3.11 1.54 0.45
5 C 2.70 0.20 0.61
6 C 1.35 -0.17 0.39
7 N 0.42 0.70 0.06
8 C 0.76 2.06 -0.04
9 C 2.15 2.45 0.12
10 C -0.28 2.93 -0.29
11 C -0.12 4.34 -0.40
12 C -1.20 5.14 -0.73
13 C -1.12 6.59 -0.93
14 O -0.04 7.30 -0.56
15 C -2.48 4.51 -0.95
16 C -2.59 3.13 -0.80
17 N -1.57 2.35 -0.46
18 H 5.53 3.62 0.55
19 H 4.85 1.64 1.64
20 H 5.15 1.39 -0.09
21 H 3.40 -0.58 0.89
22 H 1.06 -1.20 0.50
23 H 2.45 3.48 -0.02
24 H 0.86 4.78 -0.29
25 H -2.04 7.01 -0.39
26 H -1.45 6.90 -1.95
27 H 0.37 7.01 0.27
28 H -3.35 5.09 -1.23
29 H -3.55 2.66 -0.96
30 Cl -4.31 -1.05 0.98
31 C -3.66 0.32 0.24
32 H -3.86 1.22 0.81
33 H -3.85 0.35 -0.85
34 C 0.14 -6.35 1.48
35 C 0.03 -5.96 0.01
36 C 1.25 -5.18 -0.47
37 C -1.27 -5.24 -0.34
38 N -1.26 -3.79 0.02
39 C -1.52 -2.75 -0.75
40 N -1.43 -1.67 0.01
41 N -1.09 -2.09 1.27
42 N -0.98 -3.35 1.26
43 H 1.07 -6.89 1.65
44 H -0.68 -7.01 1.77
45 H 0.13 -5.47 2.13
46 H -0.04 -6.89 -0.58
47 H 1.44 -4.32 0.17
48 H 1.14 -4.84 -1.51
49 H 2.14 -5.81 -0.44
50 H -2.14 -5.67 0.15
51 H -1.43 -5.24 -1.42
52 H -1.77 -2.79 -1.79

These are the Mulliken partial charges, in e, on atoms 1 to 2: 0.68 -0.49